(1)
C25H52F2N2O17P | ωB97M-V/def2-TZVPD

```
99
Properties=species:S:1:pos:R:3
C 3.20 0.18 2.29
C 1.84 -0.10 3.16
F 0.98 -1.19 2.65
C 1.10 1.34 3.39
C -0.18 1.62 2.40
N -0.09 3.15 2.24
C -0.15 1.14 0.83
O -1.51 0.55 0.57
P -2.69 1.31 1.60
C -3.86 2.54 2.55
C -4.37 3.65 1.43
N -5.40 3.38 0.55
C -3.59 -0.26 2.20
C -2.62 -1.53 2.58
C -3.58 -2.89 2.45
F -3.16 -3.73 1.26
O -1.56 1.46 2.96
H 3.78 1.05 2.85
H 3.97 -0.74 2.30
H 3.01 0.58 1.20
H 2.21 -0.46 4.24
H 0.74 1.39 4.52
H 1.94 2.17 3.29
H 0.10 3.62 3.15
H 0.80 3.27 1.67
H -0.13 2.02 0.04
H 0.55 0.26 0.51
H -3.75 1.32 0.58
H -2.28 2.52 0.91
H -3.32 3.05 3.46
H -4.83 2.02 2.95
H -3.84 4.70 1.39
H -5.53 4.23 -0.06
H -4.30 -0.09 3.15
H -4.30 -0.63 1.34
H -1.72 -1.71 1.86
H -2.27 -1.51 3.70
H -3.59 -3.49 3.45
H -4.71 -2.59 2.21
C -2.64 -3.17 -1.42
O -1.64 -2.66 -2.31
C -2.14 -2.06 -3.42
O -3.32 -1.93 -3.70
O -1.09 -1.63 -4.17
C -1.47 -0.97 -5.38
H -2.13 -3.62 -0.57
H -3.27 -2.35 -1.05
H -3.24 -3.93 -1.92
H -2.06 -0.07 -5.17
H -2.03 -1.65 -6.03
H -0.56 -0.67 -5.90
C 2.43 -2.26 6.48
O 2.91 -1.19 7.28
C 4.17 -1.36 7.75
O 4.89 -2.33 7.53
O 4.50 -0.28 8.49
C 5.81 -0.32 9.05
H 1.41 -2.02 6.16
H 3.05 -2.38 5.58
H 2.39 -3.19 7.06
H 6.57 -0.36 8.25
H 5.92 -1.17 9.73
H 5.97 0.60 9.62
C -10.33 1.96 -2.46
O -9.43 0.92 -2.82
C -8.13 1.18 -2.52
O -7.71 2.19 -1.98
O -7.39 0.12 -2.92
C -5.99 0.25 -2.66
H -11.34 1.65 -2.75
H -10.32 2.12 -1.37
H -10.09 2.89 -2.99
H -5.80 0.34 -1.58
H -5.58 1.11 -3.20
H -5.49 -0.66 -3.02
C 6.19 -1.41 -1.24
O 7.28 -0.49 -1.36
C 7.36 0.41 -0.34
O 6.60 0.48 0.61
O 8.42 1.21 -0.58
C 8.63 2.21 0.41
H 6.23 -2.08 -2.10
H 6.29 -2.01 -0.33
H 5.23 -0.88 -1.26
H 8.82 1.76 1.39
H 7.77 2.89 0.47
H 9.51 2.80 0.13
C 2.65 -1.90 -6.44
O 3.65 -1.39 -7.33
C 3.15 -0.79 -8.44
O 1.97 -0.66 -8.72
O 4.20 -0.36 -9.19
C 3.82 0.29 -10.40
H 3.16 -2.36 -5.59
H 2.02 -1.09 -6.07
H 2.05 -2.67 -6.94
H 3.24 1.19 -10.19
H 3.27 -0.39 -11.05
H 4.74 0.59 -10.92
```

The energy above the lowest of the compared OMol25 structures with the same formula, charge and spin comes out at 152.08 kcal per mole. The max |F| is 5.426 eV Å⁻¹. As for the HOMO-LUMO gap: 5.8 eV. The total charge is -1.

Atom charges from the Mulliken analysis, given in e for atoms 1 to 6: C -1.09; C 1.13; F -0.29; C -0.91; C 0.91; N -0.81


(2)
C20H30N12O4STi | ωB97M-V/def2-TZVPD

```
68
Properties=species:S:1:pos:R:3
Ti 0.07 -0.02 -0.23
O 3.33 1.96 1.92
C 2.64 2.19 3.09
C 3.34 2.65 4.21
C 2.71 2.84 5.42
C 1.35 2.56 5.53
C 0.66 2.11 4.42
C 1.27 1.92 3.17
C 0.44 1.43 2.03
O 0.96 1.34 0.80
N -0.79 1.10 2.25
N -1.33 0.67 1.07
C -2.67 0.59 0.96
C -3.29 0.37 -0.30
C -4.70 0.20 -0.38
C -5.36 0.02 -1.59
C -4.65 0.01 -2.78
C -3.26 0.17 -2.74
C -2.56 0.32 -1.55
O -1.22 0.43 -1.58
H 4.24 2.23 2.07
H 4.40 2.85 4.11
H 3.27 3.21 6.27
H 0.83 2.70 6.47
H -0.40 1.90 4.47
H -3.28 0.77 1.84
H -5.26 0.24 0.54
H -6.44 -0.09 -1.59
H -5.15 -0.10 -3.73
H -2.68 0.19 -3.66
N 1.83 -1.26 0.77
N 1.66 -1.45 2.16
C 1.36 -2.65 2.66
N 0.74 -2.58 3.88
S 1.64 -4.12 1.90
H 1.87 -2.20 0.35
H 2.72 -0.80 0.61
H 1.23 -0.64 2.59
H 0.77 -1.71 4.39
H 0.83 -3.42 4.44
C 2.25 1.20 -5.20
N 1.97 1.50 -3.79
C 2.57 2.69 -3.22
C 1.49 0.55 -2.94
N 1.63 0.55 -1.67
N 0.76 -0.45 -3.59
C 0.28 -1.63 -2.99
N -0.62 -2.27 -3.80
N 0.73 -2.03 -1.87
H 3.09 1.81 -5.52
H 1.40 1.44 -5.84
H 2.52 0.16 -5.33
H 2.62 3.46 -3.98
H 3.59 2.51 -2.84
H 1.96 3.07 -2.40
H 2.24 1.27 -1.32
H 0.25 -0.13 -4.39
H -1.16 -1.70 -4.43
H -1.17 -2.98 -3.34
H 0.32 -2.92 -1.59
N -2.74 -2.76 -0.36
C -1.83 -2.52 0.63
N -2.06 -3.06 1.84
O -0.79 -1.89 0.41
H -3.69 -2.91 -0.06
H -2.71 -2.05 -1.09
H -2.74 -3.80 1.93
H -1.30 -3.05 2.50
```

The energy above the lowest of the compared OMol25 structures with the same formula, charge and spin comes out at 31.37 kcal per mole. The max |F| is 1.381 eV Å⁻¹. The spin multiplicity is 3. As for the HOMO-LUMO gap (spin up / spin down): 4.5 / 7.1 eV. As for the expectation value of S²: 2.04.

Atom charges from the Mulliken analysis, given in e for atoms 1 to 6: Ti 0.16; O -0.42; C 1.18; C -1.00; C -0.50; C -0.81


(3)
C21H43N2P3PdS | ωB97M-V/def2-TZVPD

```
71
Properties=species:S:1:pos:R:3
Pd 0.70 0.24 -0.64
P -0.56 2.41 1.10
P -1.88 -0.47 0.01
P 2.66 1.14 0.31
H 0.50 1.67 -2.59
C 1.46 1.23 -2.20
C 1.64 -0.04 -2.76
H 1.26 -0.01 -3.80
C -0.87 3.83 0.00
C -2.11 2.41 2.08
C 0.50 3.14 2.40
C -2.10 -2.22 -0.50
C -2.91 -0.68 1.54
C -3.14 0.32 -1.07
C 3.89 0.04 -0.43
C 3.18 1.01 2.04
C 3.05 2.90 -0.14
H 2.30 1.93 -2.09
H 2.47 -0.76 -2.53
H -1.21 4.66 0.64
H -1.67 3.55 -0.70
H 0.05 4.11 -0.53
H -2.12 3.39 2.60
H -2.09 1.61 2.84
H -2.99 2.34 1.45
H -0.08 3.95 2.85
H 1.43 3.53 1.98
H 0.70 2.39 3.18
H -3.10 -2.56 -0.19
H -1.34 -2.83 -0.01
H -2.04 -2.34 -1.57
H -3.48 0.22 1.77
H -2.27 -0.95 2.38
H -3.61 -1.51 1.35
H -4.08 -0.26 -0.96
H -2.82 0.29 -2.12
H -3.29 1.36 -0.76
H 4.88 0.30 -0.07
H 3.88 0.07 -1.52
H 3.65 -0.99 -0.14
H 4.24 1.29 2.06
H 3.06 -0.01 2.40
H 2.63 1.69 2.69
H 4.12 2.95 -0.41
H 2.85 3.58 0.70
H 2.46 3.28 -1.00
C -0.56 -3.14 -3.51
C -0.33 -1.86 -3.01
C -1.04 -0.76 -3.44
C -2.03 -0.90 -4.40
C -2.28 -2.17 -4.93
C -1.53 -3.28 -4.52
S 0.45 -4.44 -2.95
H -0.15 -4.74 -1.82
H 0.43 -1.78 -2.23
H -0.80 0.19 -2.99
H -2.63 -0.04 -4.69
H -3.07 -2.28 -5.66
H -1.64 -4.26 -4.96
C 0.32 -1.75 4.95
N 0.55 -1.70 3.50
C 1.07 -2.76 2.75
C 1.11 -2.31 1.46
N 0.64 -1.02 1.39
C 0.28 -0.68 2.64
H -0.38 -2.56 5.21
H 1.26 -1.95 5.49
H -0.09 -0.79 5.31
H 1.36 -3.69 3.23
H 1.45 -2.83 0.59
H -0.17 0.27 2.97
```

The energy above the lowest of the compared OMol25 structures with the same formula, charge and spin comes out at 132.44 kcal per mole. The max |F| is 3.441 eV Å⁻¹. The spin multiplicity is 5. As for the HOMO-LUMO gap (spin up / spin down): 7.7 / 4.8 eV. The total charge is +4. As for the expectation value of S²: 6.06.

Atom charges from the Mulliken analysis, given in e for atoms 1 to 6: Pd 0.10; P 1.07; P 0.77; P 1.32; H 0.23; C -0.63